Here is the molecule CH3FOP2 from OMol25. Energies are from wB97M-V/def2-TZVPD.

Computed properties:
SMILES string: CP(F)#P=O
LUMO: -0.0475 hartree
Multiplicity: 1
Relative energy (zero: lowest compared OMol25 entry of this formula, charge and spin): 13.1 kJ/mol
Orbital gap: 7.24 eV

CARTESIAN COORDINATES (ANGSTROEM)
1 C 1.12328 0.07946 0.23359
2 P -0.50636 -0.70508 0.48692
3 F -0.29342 -1.77555 -0.75203
4 P -1.98402 0.74369 -0.59576
5 O -2.78807 1.25397 0.51652
6 H 1.41396 0.59357 1.04931
7 H 1.25388 0.59971 -0.79105
8 H 1.78075 -0.78977 -0.14749

Atom charges from the Mulliken analysis, given in e for atoms 1 to 6: number 1, C, carries -0.919; number 2, P, carries 0.256; number 3, F, carries -0.310; number 4, P, carries 0.386; number 5, O, carries -0.380; number 6, H, carries 0.385